[1]
Below is a structure of composition C28H32N2O4PReS, with properties calculated with ωB97M-V/def2-TZVPD.

Results
Energy above the lowest of the compared OMol25 structures with the same formula, charge and spin (kJ/mol): 200.19
Charge: +1
Frontier orbital gap (alpha / beta) (Ha): 0.23563 / 0.23519
Calculated total energy (Eh): -2314.18848
LUMO energy (alpha / beta) (eV): -4.258 / -4.578
HOMO (alpha / beta) (eV): -10.670 / -10.978
Spin multiplicity: 2

Cartesian coordinates (Å):
Re 0.53 -1.33 -0.10
O -0.91 -1.98 1.73
S 0.26 -2.89 1.62
O 0.35 -3.87 2.65
O 0.25 -3.44 0.24
O 1.45 -1.95 1.56
C -2.10 -2.42 -1.00
N -1.17 -1.53 -1.72
C -1.95 -0.34 -2.12
C -0.74 -2.21 -2.96
C 0.45 -3.14 -2.74
N 1.61 -2.38 -2.30
C 2.63 -3.21 -1.69
C 2.16 -1.60 -3.40
H -2.95 -2.68 -1.65
H -2.47 -1.93 -0.11
H -1.60 -3.33 -0.69
H -2.80 -0.64 -2.73
H -1.33 0.35 -2.68
H -2.33 0.16 -1.23
H -0.45 -1.45 -3.69
H -1.58 -2.78 -3.38
H 0.66 -3.68 -3.67
H 0.21 -3.88 -1.97
H 3.10 -3.88 -2.43
H 2.19 -3.81 -0.90
H 3.40 -2.57 -1.25
H 2.25 -2.22 -4.30
H 3.16 -1.25 -3.15
H 1.54 -0.74 -3.62
C -0.44 4.48 -1.34
C 0.07 3.33 -1.91
C -0.02 2.12 -1.24
C -0.63 2.06 0.00
C -1.11 3.22 0.59
C -1.02 4.43 -0.09
P -0.67 0.48 0.96
C -2.27 0.50 1.79
C -2.44 -0.09 3.04
C -3.69 -0.08 3.64
C -4.76 0.54 3.02
C -4.59 1.16 1.79
C -3.35 1.13 1.17
C 0.69 0.96 2.05
C 0.61 1.54 3.29
C 1.76 2.08 3.88
C 2.95 2.07 3.20
C 3.06 1.52 1.91
C 4.25 1.57 1.15
C 4.27 1.06 -0.12
C 3.15 0.41 -0.65
C 1.98 0.24 0.06
C 1.92 0.90 1.33
H -0.38 5.42 -1.87
H 0.55 3.36 -2.88
H 0.39 1.21 -1.67
H -1.55 3.20 1.57
H -1.40 5.32 0.37
H -1.62 -0.60 3.51
H -3.82 -0.55 4.60
H -5.73 0.55 3.49
H -5.41 1.66 1.31
H -3.23 1.61 0.21
H -0.34 1.59 3.81
H 1.68 2.53 4.86
H 3.83 2.51 3.65
H 5.12 2.03 1.58
H 5.16 1.15 -0.72
H 3.22 0.01 -1.65


[2]
Below is a structure of composition C39H68Cl3GeN2O3S5SbSi3Ti, with properties calculated with ωB97M-V/def2-TZVPD.

Results
Energy above the lowest of the compared OMol25 structures with the same formula, charge and spin (kJ/mol): 349.14
Charge: 0
Frontier orbital gap (Ha): 0.18240
Calculated total energy (Eh): -9268.85170
LUMO energy (eV): -1.544
HOMO (eV): -6.507
Spin multiplicity: 1

Cartesian coordinates (Å):
Ti -0.05 0.99 1.78
S -0.36 6.10 7.30
C -0.32 5.02 6.07
S 0.94 4.99 4.87
C 0.31 3.63 3.95
C -0.84 3.09 4.39
S -1.66 1.83 3.55
S -1.51 3.78 5.85
S 1.11 3.06 2.52
Cl 6.64 -1.67 2.41
C 5.17 -0.88 1.95
C 4.17 -0.71 2.88
C 2.99 -0.11 2.49
Cl 1.71 0.15 3.62
C 2.73 0.31 1.17
O 1.55 0.74 0.78
C 3.85 0.25 0.31
Cl 3.77 1.04 -1.22
C 5.04 -0.36 0.68
H 4.30 -1.04 3.90
H 5.85 -0.42 -0.03
C -0.28 -6.09 3.51
C -0.66 -5.05 4.56
C -1.31 -3.80 3.96
C -0.38 -3.02 3.04
Ge -1.01 -1.11 2.85
C -2.96 -1.35 2.41
C -3.10 -1.88 0.99
C -4.54 -2.17 0.57
C -5.06 -3.47 1.20
H 0.14 -6.98 3.98
H 0.46 -5.69 2.81
H -1.16 -6.40 2.94
H 0.24 -4.75 5.11
H -1.35 -5.50 5.27
H -1.64 -3.15 4.78
H -2.21 -4.10 3.40
H -0.31 -3.51 2.07
H 0.62 -3.01 3.47
H -1.10 -0.89 4.40
H -3.47 -0.38 2.49
H -3.42 -2.03 3.13
H -2.51 -2.80 0.88
H -2.65 -1.15 0.30
H -4.61 -2.25 -0.52
H -5.18 -1.34 0.89
H -4.43 -4.31 0.90
H -6.08 -3.67 0.88
H -5.05 -3.40 2.28
C -3.57 1.64 -0.19
C -2.36 2.14 0.50
C -2.40 3.54 1.00
O -1.36 1.40 0.67
H -4.44 1.81 0.44
H -3.49 0.58 -0.40
H -3.74 2.18 -1.12
H -2.61 4.23 0.18
H -1.46 3.80 1.48
H -3.20 3.63 1.73
C -0.68 6.54 -0.09
Si -0.23 5.37 -1.52
C 0.92 6.31 -2.70
C -1.79 5.04 -2.57
Sb 0.94 3.16 -0.65
Si 3.27 4.31 -0.11
C 4.44 3.40 1.08
C 2.74 5.92 0.74
C 4.19 4.71 -1.73
Si 0.67 1.71 -2.91
C 1.54 0.06 -3.30
C -1.19 1.34 -2.78
C 1.03 2.91 -4.34
H -1.64 7.03 -0.25
H 0.07 7.33 0.01
H -0.72 6.03 0.87
H 0.47 7.26 -2.99
H 1.11 5.73 -3.61
H 1.89 6.53 -2.24
H -2.30 5.98 -2.77
H -2.51 4.37 -2.09
H -1.52 4.60 -3.53
H 3.89 2.75 1.77
H 4.96 4.14 1.69
H 5.19 2.80 0.57
H 1.95 5.72 1.47
H 2.36 6.65 0.02
H 3.57 6.38 1.27
H 3.94 4.02 -2.53
H 5.27 4.67 -1.58
H 3.94 5.72 -2.06
H 1.81 -0.49 -2.41
H 2.45 0.23 -3.87
H 0.88 -0.58 -3.89
H -1.39 0.85 -1.83
H -1.54 0.69 -3.58
H -1.78 2.26 -2.82
H 2.00 3.39 -4.23
H 0.27 3.69 -4.38
H 1.02 2.38 -5.29
C -0.24 -6.91 -2.19
C -1.10 -5.66 -2.10
N -0.95 -4.75 -3.23
C -1.52 -5.16 -4.51
C -0.45 -5.60 -5.50
C -0.41 -3.51 -3.16
O -0.43 -2.73 -4.11
C 0.23 -3.11 -1.86
C 1.38 -3.72 -1.39
C 1.91 -3.30 -0.18
C 1.25 -2.29 0.51
N 0.19 -1.64 0.03
C -0.29 -2.05 -1.14
H -0.35 -7.50 -1.28
H 0.81 -6.66 -2.32
H -0.55 -7.54 -3.03
H -0.87 -5.12 -1.18
H -2.16 -5.95 -2.04
H -2.06 -4.31 -4.93
H -2.22 -5.98 -4.33
H 0.22 -4.77 -5.71
H -0.92 -5.91 -6.44
H 0.14 -6.44 -5.12
H 1.85 -4.52 -1.95
H 2.80 -3.74 0.24
H 1.59 -2.00 1.49
H -1.16 -1.51 -1.52


[3]
Below is a cluster of 40 separate species, H80O40 in total, with properties calculated with ωB97M-V/def2-TZVPD.

Results
Energy above the lowest of the compared OMol25 structures with the same formula, charge and spin (kJ/mol): 1391.60
Charge: 0
Frontier orbital gap (Ha): 0.35299
Calculated total energy (Eh): -3057.22731
LUMO energy (eV): -0.314
HOMO (eV): -9.919
Spin multiplicity: 1

Cartesian coordinates (Å):
H -2.29 1.21 4.29
H -3.40 2.17 4.09
O -3.13 1.52 4.55
H -4.00 0.91 -1.60
H -3.85 2.22 -1.56
O -4.60 1.64 -1.84
H -0.62 -4.99 1.09
H 0.51 -5.88 1.95
O 0.32 -5.09 1.36
H 0.35 1.18 -5.54
H 1.64 1.43 -5.10
O 1.20 1.41 -5.94
H -1.44 -3.83 5.03
H -0.26 -3.85 3.81
O -0.97 -4.37 4.34
H 0.08 0.86 4.99
O -0.34 1.15 4.13
H 1.02 0.14 1.55
O 0.11 0.06 1.71
H -1.28 -5.11 -3.67
H -1.60 -4.02 -2.71
O -0.87 -4.48 -3.13
H -0.77 3.15 0.58
H -0.74 3.91 1.85
O -0.66 4.03 0.93
H 0.93 -1.65 -1.43
H 1.42 -2.46 -2.40
O 1.52 -2.33 -1.39
H 1.71 5.06 -0.61
H 2.30 4.50 0.44
O 2.40 4.36 -0.50
H 4.16 4.08 1.50
O 3.75 4.54 2.15
H 2.89 -4.97 -2.57
H 3.29 -4.30 -3.97
O 3.36 -4.23 -3.08
H 5.67 -2.42 2.41
H 5.26 -1.03 3.12
O 5.13 -1.67 2.37
H -1.28 5.93 0.39
H -0.30 6.81 0.94
O -0.97 6.84 0.25
H 0.29 4.66 -1.33
H -0.35 5.91 -2.11
O -0.07 5.04 -2.12
H -2.10 1.21 -0.34
H -0.82 0.69 0.40
O -1.27 1.18 -0.36
H -2.01 -1.49 2.07
H -2.38 -2.28 0.65
O -1.69 -2.13 1.36
H 4.30 0.92 -3.98
O 4.23 1.67 -3.27
H -3.74 0.50 1.66
H -3.36 1.92 1.07
O -3.01 1.16 1.30
H 2.32 -0.97 3.55
O 2.42 -0.44 4.31
H 1.46 0.54 -0.57
H 0.51 1.70 -0.72
O 1.11 1.07 -1.18
H 2.91 -1.65 -0.05
H 4.05 -0.98 0.50
O 3.18 -0.79 0.37
H 0.74 -1.49 -4.43
H -0.59 -1.15 -4.74
O 0.08 -0.87 -4.11
H 1.54 -4.92 -0.48
H 1.19 -4.25 -1.80
O 1.61 -5.07 -1.46
H -0.11 3.39 4.01
H 0.07 4.92 3.98
O -0.20 4.17 3.50
H 5.55 1.18 2.49
H 3.97 1.17 2.88
O 4.92 0.97 3.12
H -2.01 -4.56 3.33
H -3.03 -3.50 2.52
O -2.60 -4.37 2.41
H 3.33 -1.36 -2.79
H 1.91 -0.74 -3.02
O 2.60 -1.42 -3.36
H -3.80 4.77 2.87
H -4.89 3.65 3.22
O -3.99 3.81 3.21
H -3.08 -2.90 -1.11
H -3.63 -3.73 -0.12
O -3.62 -2.90 -0.29
H -2.88 -2.54 -5.05
O -2.42 -2.13 -4.37
H -1.66 -1.17 -1.33
H -0.72 -1.28 -2.61
O -0.92 -1.54 -1.70
H 5.09 1.36 -2.87
H 0.22 0.74 3.48
H 2.90 -0.78 4.94
H -0.16 -0.81 1.36
H 3.69 4.20 2.97
H -2.29 -1.19 -4.41
O -2.22 -5.58 -0.75
H -1.78 -4.82 -0.95
H -2.48 -6.12 -1.45
O -2.30 1.60 -2.58
H -2.16 2.54 -2.70
H -1.36 1.38 -2.40
O -4.10 -1.06 4.24
H -3.53 -0.93 3.40
H -4.28 -0.10 4.44
O -3.22 0.73 -4.74
H -2.44 1.40 -4.74
H -3.61 1.01 -3.92
O -2.19 3.95 -1.48
H -1.36 3.39 -1.23
H -1.88 4.90 -1.34
O 5.02 3.08 -0.37
H 4.71 3.22 -1.24
H 5.92 3.44 -0.53
O 2.23 -3.55 2.20
H 2.43 -3.95 1.33
H 1.22 -3.51 2.30


[4]
Below is a cluster of 2 separate species, C6H18NO5PS in total, with properties calculated with ωB97M-V/def2-TZVPD.

Results
Charge: -2
Frontier orbital gap (Ha): 0.08320
Calculated total energy (Eh): -1409.71408
LUMO energy (eV): 3.797
HOMO (eV): 1.533
Spin multiplicity: 1

Cartesian coordinates (Å):
C 2.01 1.21 2.44
N 1.84 2.64 2.69
C 0.89 3.31 1.78
P -0.99 3.22 2.28
C -1.14 1.31 1.81
O -0.96 1.00 0.60
O -1.43 0.50 2.73
H 2.89 0.83 2.98
H 2.19 1.07 1.37
H 1.15 0.59 2.70
H 1.42 2.73 3.62
H 0.99 2.87 0.78
H 1.14 4.38 1.73
H -1.36 3.64 0.89
H -2.42 3.24 2.73
H -0.58 2.85 3.68
H -0.93 4.70 2.67
O 0.81 -3.97 -1.23
S 0.71 -3.34 -2.51
O 1.62 -2.30 -2.85
O -0.77 -2.94 -2.80
C -1.56 -2.13 -1.83
C -1.28 -0.65 -1.90
C 0.83 -4.59 -3.76
H -1.40 -2.53 -0.83
H -2.57 -2.37 -2.15
H -0.32 -0.38 -1.47
H -2.01 -0.14 -1.26
H -1.36 -0.29 -2.93
H 0.14 -5.39 -3.52
H 1.86 -4.94 -3.74
H 0.59 -4.14 -4.72


[5]
Below is an isolated molecule of C22H27N5O3S, with properties calculated with ωB97M-V/def2-TZVPD.

Results
Energy above the lowest of the compared OMol25 structures with the same formula, charge and spin (kJ/mol): 270.10
Charge: 0
Frontier orbital gap (Ha): 0.31279
Calculated total energy (Eh): -1752.22590
SMILES: COc1ccc(-n2c(Cc3cccn3C)nnc2SCC(=O)NC[C@H]2CCCO2)cc1
LUMO energy (eV): 0.438
HOMO (eV): -8.074
Spin multiplicity: 1

Cartesian coordinates (Å):
C -0.74 2.65 -6.19
O -0.94 2.93 -4.82
C -0.80 1.93 -3.92
C -1.05 2.26 -2.59
C -0.93 1.32 -1.59
C -0.54 0.03 -1.91
N -0.36 -0.93 -0.89
C 0.82 -1.44 -0.41
C 2.15 -0.99 -0.91
C 2.22 0.50 -0.77
C 1.84 1.26 0.30
C 2.03 2.61 -0.06
C 2.51 2.62 -1.34
N 2.63 1.33 -1.77
C 3.11 0.94 -3.06
N 0.59 -2.25 0.58
N -0.74 -2.29 0.79
C -1.31 -1.49 -0.08
S -3.00 -1.19 -0.26
C -3.62 -2.13 1.18
C -3.55 -1.29 2.45
O -4.55 -0.83 2.97
N -2.31 -1.13 2.92
C -2.02 -0.24 4.03
C -0.59 -0.47 4.53
C -0.31 -1.90 5.02
C 1.19 -2.00 4.81
C 1.39 -1.18 3.53
O 0.33 -0.23 3.48
C -0.29 -0.32 -3.23
C -0.43 0.62 -4.23
H 0.29 2.33 -6.38
H -0.93 3.59 -6.71
H -1.44 1.89 -6.55
H -1.34 3.27 -2.36
H -1.11 1.59 -0.56
H 2.27 -1.29 -1.96
H 2.91 -1.49 -0.31
H 1.47 0.90 1.24
H 1.83 3.47 0.55
H 2.79 3.44 -1.97
H 3.97 0.27 -2.97
H 3.43 1.83 -3.61
H 2.33 0.44 -3.64
H -3.02 -3.03 1.25
H -4.66 -2.37 0.95
H -1.51 -1.50 2.40
H -2.74 -0.43 4.82
H -2.11 0.80 3.71
H -0.40 0.25 5.35
H -0.61 -2.04 6.06
H -0.84 -2.61 4.39
H 1.54 -3.03 4.68
H 1.73 -1.55 5.64
H 2.34 -0.63 3.53
H 1.34 -1.81 2.64
H -0.01 -1.33 -3.47
H -0.24 0.33 -5.25


[6]
Below is an isolated molecule of C10H18N4O5, with properties calculated with ωB97M-V/def2-TZVPD.

Results
Energy above the lowest of the compared OMol25 structures with the same formula, charge and spin (kJ/mol): 17.41
Charge: 0
Frontier orbital gap (Ha): 0.35918
Calculated total energy (Eh): -987.17614
SMILES: NC(=O)CC[C@H](NC(=O)[C@@H](N)CCC(N)=O)C(=O)O
LUMO energy (eV): 0.342
HOMO (eV): -9.431
Spin multiplicity: 1

Cartesian coordinates (Å):
N -1.90 -1.39 -1.12
C -2.31 -0.12 -1.29
O -2.93 0.46 -0.39
C -1.88 0.57 -2.58
C -0.41 0.91 -2.67
C 0.16 1.77 -1.53
N 0.29 1.02 -0.28
C 1.33 1.26 0.58
O 2.33 1.90 0.28
C 1.11 0.54 1.95
N -0.27 0.11 2.11
C 2.11 -0.61 2.10
C 1.86 -1.82 1.25
C 0.76 -2.76 1.74
N 0.38 -3.73 0.88
O 0.28 -2.64 2.88
C -0.65 3.08 -1.39
O -0.94 3.82 -2.29
O -1.06 3.29 -0.14
H -1.97 -1.75 -0.18
H -1.15 -1.76 -1.71
H -2.50 1.49 -2.61
H -2.14 -0.03 -3.48
H 0.18 -0.02 -2.72
H -0.25 1.45 -3.62
H 1.17 2.17 -1.77
H -0.54 0.71 0.25
H 1.40 1.27 2.75
H -0.84 0.91 2.45
H -0.38 -0.56 2.86
H 3.12 -0.27 1.86
H 2.13 -0.98 3.14
H 2.81 -2.37 1.18
H 1.54 -1.52 0.24
H -0.24 -4.44 1.27
H 1.02 -4.04 0.13
H -1.60 4.11 -0.13


[7]
Below is a structure of composition C6H13N2, with properties calculated with ωB97M-V/def2-TZVPD.

Results
Energy above the lowest of the compared OMol25 structures with the same formula, charge and spin (kJ/mol): 141.17
Charge: +1
Frontier orbital gap (Ha): 0.42538
Calculated total energy (Eh): -345.64224
LUMO energy (eV): -2.876
HOMO (eV): -14.451
Spin multiplicity: 1

Cartesian coordinates (Å):
C 0.93 -1.06 -0.17
C 1.33 0.31 -0.73
C -0.13 0.69 -0.17
C 0.15 1.70 0.96
C -1.09 1.21 -1.17
C -1.39 -1.27 0.89
N -0.21 -0.66 0.28
N 1.50 -2.26 -0.01
H 2.20 0.95 -0.34
H 1.51 0.01 -1.82
H -0.77 2.16 1.43
H 0.74 2.40 0.50
H 0.83 1.26 1.69
H -1.17 2.34 -1.21
H -2.11 0.93 -1.01
H -0.87 0.90 -2.29
H -1.66 -0.51 1.74
H -2.31 -1.30 0.21
H -1.05 -2.32 1.09
H 2.43 -2.47 -0.32
H 1.15 -3.01 0.45